No. 1
A cluster of 8 separate species, C38H98N6O12 in total. Source: the Open Molecules 2025 dataset; level of theory: ωB97M-V with the def2-TZVPD basis set.

The geometry in XYZ format:
```
154
C38H98N6O12 ωB97M-V with the def2-TZVPD basis set
C -3.2181 -1.7118 -3.1843
C -3.8191 -0.3298 -2.9911
C -5.0937 -0.2306 -3.8285
O -4.0385 -0.0293 -1.6154
H -3.9560 -2.5041 -3.2976
H -2.6949 -1.9894 -2.2585
H -2.3620 -1.6668 -3.8592
H -3.0557 0.4174 -3.2249
H -5.7182 -1.1040 -3.6315
H -4.7904 -0.2365 -4.8785
H -5.7230 0.6434 -3.6639
H -4.1437 -0.8325 -1.0812
C -3.0632 -4.2174 0.8184
C -4.1381 -3.8368 -0.1757
C -5.4960 -4.4908 0.0633
O -4.4002 -2.4076 -0.0520
H -3.1548 -3.9988 1.8853
H -2.0950 -3.8193 0.5116
H -3.0463 -5.3142 0.8474
H -3.7663 -3.9539 -1.1961
H -6.3054 -3.8652 -0.3293
H -5.6386 -4.7120 1.1180
H -5.6665 -5.2903 -0.6666
H -5.2206 -2.3919 0.4482
C 1.5715 11.7562 -3.2698
O 2.0095 10.4846 -3.6877
C 1.6878 9.4892 -2.7256
C 2.6622 8.3044 -2.6759
N 2.4777 7.4945 -1.4579
C 1.1615 6.8262 -1.4659
C 1.1825 5.4667 -0.8207
O 2.0362 4.5609 -1.5003
C 1.6825 3.2334 -1.1378
H 1.4276 12.4460 -4.1030
H 2.2776 12.2418 -2.5899
H 0.5728 11.6276 -2.8372
H 0.6960 9.1116 -2.9906
H 1.7199 9.9556 -1.7377
H 3.6866 8.6761 -2.6557
H 2.5209 7.6273 -3.5250
H 3.1333 6.7207 -1.4666
H 0.8441 6.6874 -2.5121
H 0.4003 7.4755 -1.0292
H 0.1399 5.1333 -0.7857
H 1.5630 5.5595 0.2046
H 0.6530 3.0549 -1.4525
H 1.7744 3.0280 -0.0650
H 2.4033 2.5724 -1.6157
C 1.6611 -3.9357 -5.1476
O 2.1791 -2.6017 -5.1678
C 2.9945 -2.2016 -6.2735
C 2.5202 -0.8230 -6.6977
N 2.7564 0.2633 -5.7616
C 1.9505 1.4398 -6.0439
C 1.8724 2.4416 -4.8971
O 1.5692 3.7149 -5.4270
C 1.5422 4.7333 -4.4938
H 2.4618 -4.6750 -5.1665
H 1.0986 -4.0426 -6.0817
H 0.9648 -3.9799 -4.3162
H 2.8517 -2.8627 -7.1318
H 4.0573 -2.1444 -6.0202
H 1.5026 -0.9531 -7.0856
H 3.1927 -0.5873 -7.5357
H 2.4797 -0.0681 -4.8437
H 0.9162 1.1023 -6.2223
H 2.1843 1.9564 -6.9773
H 2.8437 2.4747 -4.3866
H 1.0921 2.1307 -4.1962
H 2.4024 4.7277 -3.8190
H 0.6482 4.7563 -3.8465
H 1.4490 5.7223 -4.9540
C 0.5033 -3.9626 3.0223
O 0.5054 -3.1352 4.1327
C 1.6815 -2.3637 4.3451
C 1.5147 -1.3658 5.4501
N 1.4797 -1.9729 6.7869
C 2.7651 -2.3640 7.3262
C 2.6961 -2.5927 8.8401
O 2.7927 -3.9823 9.0868
C 2.0796 -4.3353 10.2766
H -0.4769 -4.3950 2.8028
H 1.2193 -4.7890 2.9733
H 0.5957 -3.3432 2.1142
H 1.9672 -1.8969 3.3915
H 2.4613 -3.1081 4.5562
H 0.7142 -0.6581 5.2251
H 2.4154 -0.7486 5.3418
H 0.9121 -2.7949 6.6002
H 3.5542 -1.6339 7.1340
H 3.0765 -3.3059 6.8605
H 1.7587 -2.1789 9.2335
H 3.4130 -1.9842 9.4106
H 1.0208 -4.1156 10.1095
H 2.4515 -3.8074 11.1542
H 2.1414 -5.4194 10.3514
C -3.4658 -0.9359 3.1939
O -4.8271 -1.3318 3.1660
C -5.7739 -0.2883 3.2179
C -7.1357 -0.6566 2.6791
N -8.0149 -1.3682 3.5777
C -7.5054 -2.6710 4.0340
C -8.5651 -3.3106 4.9334
O -9.4971 -4.0018 4.1462
C -10.5622 -4.5901 4.8132
H -2.9184 -1.2103 2.2868
H -2.9485 -1.5640 3.9241
H -3.4191 0.1292 3.4140
H -5.3245 0.5583 2.6810
H -5.9220 0.1163 4.2308
H -7.1042 -1.2539 1.7573
H -7.6417 0.2520 2.3429
H -8.7981 -0.9528 4.0380
H -6.5420 -2.5405 4.5290
H -7.3631 -3.2506 3.1166
H -9.1045 -2.4870 5.4112
H -8.0255 -3.9841 5.6090
H -10.1075 -5.3039 5.5239
H -11.2326 -5.1713 4.1827
H -11.2134 -3.9666 5.4421
C 7.6245 1.0007 -2.5902
C 7.9670 0.6427 -1.1136
C 6.9743 1.2460 -0.1407
O 5.9234 0.3531 0.1189
C 5.0603 0.7621 1.1858
N 8.0696 -0.8452 -1.0470
H 8.2959 0.5374 -3.3079
H 7.6239 2.0944 -2.6422
H 6.5951 0.6984 -2.8030
H 8.9425 1.1177 -0.9793
H 6.6044 2.2288 -0.4617
H 7.5258 1.4967 0.7767
H 4.3464 -0.0455 1.3303
H 4.5790 1.6738 0.8275
H 5.6410 0.8762 2.1023
H 7.1113 -1.1272 -0.8486
H 8.2589 -1.1600 -1.9875
C 3.4089 -0.8704 -2.1016
C 2.1281 -1.5928 -1.7539
C 1.5336 -1.3154 -0.3756
O 0.2286 -1.8144 -0.2585
C -0.8053 -0.8273 -0.2377
N 1.1284 -1.2520 -2.8319
H 3.9110 -1.2091 -3.0080
H 4.2050 -0.9779 -1.3543
H 3.2344 0.2065 -2.1697
H 2.3317 -2.6669 -1.8623
H 1.6575 -0.2634 -0.1001
H 2.1173 -1.8638 0.3735
H -1.7557 -1.2881 0.0218
H -0.8719 -0.4498 -1.2628
H -0.4988 -0.0421 0.4573
H 0.3068 -1.7402 -2.4760
H 1.4968 -1.7963 -3.6188
```

Properties
HOMO-LUMO gap	8.755	eV
E_LUMO	0.50	eV
SMILES	COC[C@H](C)N.COC[C@H](C)N.COCCNCCOC.COCCNCCOC.COCCNCCOC.COCCNCCOC.CC(C)O.CC(C)O
spin multiplicity	1
total charge	0
HOMO	-8.25	eV
ΔE to the lowest compared entry with this formula, charge and spin	1.078	eV



No. 2
A cluster of 6 separate species, C11H35N11O7 in total. Source: the Open Molecules 2025 dataset; level of theory: ωB97M-V with the def2-TZVPD basis set.

The geometry in XYZ format:
```
64
C11H35N11O7 ωB97M-V with the def2-TZVPD basis set
C -0.9751 -0.2747 -3.9795
O -1.2052 0.5445 -2.8543
C -2.4138 0.2116 -2.1639
C -2.7580 1.2340 -1.0564
N -2.1774 0.9023 0.2773
C -2.5469 1.9151 1.2909
C -2.1601 1.5115 2.7137
O -3.2038 0.6319 3.1360
C -3.3880 0.4098 4.5136
H -1.3819 -1.2813 -3.8525
H 0.1024 -0.3837 -4.1335
H -1.3839 0.1736 -4.8997
H -2.3006 -0.7567 -1.6813
H -3.2604 0.3011 -2.8650
H -3.8515 1.3670 -1.0167
H -2.4268 2.2342 -1.3414
H -2.5973 -0.0027 0.4597
H -3.6269 2.0745 1.2194
H -2.0206 2.8437 1.0194
H -2.3261 2.3837 3.3782
H -1.2058 0.9898 2.8138
H -3.4276 1.3847 5.0179
H -2.5356 -0.1669 4.8979
H -4.3753 -0.0389 4.6164
C 2.4127 3.5010 -3.3717
O 3.0349 2.6064 -2.8243
N 2.5442 4.8683 -3.1513
N 1.4742 3.2647 -4.3367
H 1.9392 5.5145 -3.6471
H 3.2588 5.2507 -2.5442
H 1.0153 3.9799 -4.9004
H 1.3447 2.3654 -4.7821
C 5.3942 -1.5971 -2.2346
O 5.8055 -2.2469 -3.1443
N 5.3267 -2.1143 -0.9324
N 4.9646 -0.3030 -2.2786
H 4.9610 -1.5765 -0.1574
H 5.6940 -3.0257 -0.6917
H 5.0093 0.1287 -3.1973
H 4.3061 0.0421 -1.5914
C -2.9652 -2.4827 1.3360
O -3.8933 -2.0400 0.5914
N -2.6668 -1.8757 2.5766
N -2.0622 -3.4812 1.0377
H -1.7880 -2.1940 2.9832
H -3.0955 -0.9539 2.6792
H -1.1821 -3.5315 1.5434
H -2.1607 -3.9140 0.1187
C 0.8806 -2.7398 3.3373
O -0.0300 -3.1979 2.7072
N 0.7828 -2.0736 4.6046
N 2.2078 -2.6640 2.9556
H -0.0520 -2.2236 5.1824
H 1.5783 -1.5471 4.9821
H 2.5693 -3.0152 2.0711
H 2.9674 -2.4705 3.6021
C 1.4683 -0.0475 -0.4443
O 2.5570 -0.6174 -0.3555
N 0.3191 -0.4621 0.1512
N 1.2786 1.1153 -1.1728
H 0.3377 -1.2447 0.7952
H -0.4925 0.1399 0.2715
H 2.0604 1.3790 -1.7610
H 0.3417 1.2759 -1.5174
```

Properties
HOMO-LUMO gap	9.205	eV
E_LUMO	0.31	eV
SMILES	COCCNCCOC.NC(N)=O.NC(N)=O.NC(N)=O.NC(N)=O.NC(N)=O
spin multiplicity	1
total charge	0
HOMO	-8.89	eV
ΔE to the lowest compared entry with this formula, charge and spin	0.254	eV



No. 3
A cluster of 2 separate species, C5H11NO in total. Source: the Open Molecules 2025 dataset; level of theory: ωB97M-V with the def2-TZVPD basis set.

The geometry in XYZ format:
```
18
C5H11NO ωB97M-V with the def2-TZVPD basis set
C 2.3484 -0.9891 1.4846
C 0.7925 -1.4932 1.5272
C 0.0803 -1.1077 0.2857
C -0.1397 0.4399 0.1931
C -0.9996 0.9196 -1.0382
N -1.6685 2.0528 -0.8032
O -0.7226 0.4135 -2.1451
H 3.0440 -1.5382 0.7413
H 2.3582 0.0973 1.2210
H 2.8934 -1.0986 2.4482
H 0.2477 -0.9454 2.3791
H 0.8062 -2.6684 1.7836
H -0.9589 -1.5325 0.1726
H 0.6020 -1.4417 -0.7159
H 0.7857 0.9747 0.0021
H -0.6259 1.1287 1.0707
H -2.0255 0.4062 0.7437
H -2.1584 2.3234 -1.7774
```

Properties
HOMO-LUMO gap	6.596	eV
E_LUMO	-2.99	eV
spin multiplicity	1
total charge	0
HOMO	-9.59	eV
ΔE to the lowest compared entry with this formula, charge and spin	7.417	eV



No. 4
The molecule C8H8N2O2S2. Source: the Open Molecules 2025 dataset; level of theory: ωB97M-V with the def2-TZVPD basis set.

The geometry in XYZ format:
```
22
C8H8N2O2S2 ωB97M-V with the def2-TZVPD basis set
C 0.1741 0.9526 -2.9695
C 1.2158 0.8031 -2.0478
C -1.1359 1.1071 -2.5364
C 0.8605 0.7084 -0.7414
C -1.4808 1.0537 -1.1517
C -0.4086 0.8384 -0.2793
C -0.1033 -1.9638 1.3095
C -0.6821 0.6778 1.2447
N 0.1576 -0.4142 1.7766
N 0.9060 -0.2408 2.7986
O 1.5982 -1.1286 3.1748
O 0.8662 0.8580 3.3020
S -1.3911 -2.3388 0.4303
S 1.0645 -3.1295 1.9520
H 0.4507 1.0957 -4.0085
H 2.2144 0.4747 -2.3360
H -1.7912 0.9830 -3.3362
H 1.6295 0.6608 -0.0463
H -2.4759 1.2587 -0.8375
H -0.4606 1.4709 1.7982
H -1.7050 0.3191 1.3240
H 0.4969 -4.0463 1.1798
```

Properties
HOMO-LUMO gap	8.572	eV
E_LUMO	-0.72	eV
SMILES	O=[N+]([O-])N(Cc1ccccc1)C(=S)S
spin multiplicity	1
total charge	0
HOMO	-9.29	eV
ΔE to the lowest compared entry with this formula, charge and spin	2.101	eV



| no. | F_max (Eh/bohr) |
| --- | --- |
| 1 | 0.0515 |
| 2 | 0.0920 |
| 3 | 0.0649 |
| 4 | 0.1303 |